# 1
{
  "formula": "C21H27N5O3Tl",
  "method": "the ωB97M-V functional and the def2-TZVPD basis",
  "homo_energy_ev": -10.90,
  "e_lumo_ha": -0.15548,
  "largest_force_ev_per_a": 0.271,
  "homo_lumo_gap_ev": 6.67,
  "total_energy_ev": -40494.1654,
  "total_charge": 1,
  "de_lowest_kj_mol": 13.3,
  "species": ["Tl", "C", "O", "C", "C", "C", "C", "C", "C", "N", "N", "C", "O", "C", "C", "C", "C", "C", "C", "C", "O", "H", "H", "H", "H", "H", "H", "H", "H", "H", "H", "H", "H", "C", "C", "N", "C", "C", "N", "C", "C", "N", "H", "H", "H", "H", "H", "H", "H", "H", "H", "H", "H", "H", "H", "H", "H"],
  "coordinates": [[1.330, 0.944, -0.224], [-2.053, 3.478, 1.190], [-3.289, 2.772, 1.073], [-3.478, 1.545, 1.616], [-4.729, 1.214, 2.002], [-5.071, -0.079, 2.544], [-4.155, -1.051, 2.660], [-2.805, -0.808, 2.197], [-1.946, -1.834, 2.045], [-0.705, -1.722, 1.400], [0.157, -2.492, 1.842], [1.374, -2.418, 1.048], [1.303, -2.385, -0.158], [2.618, -2.408, 1.831], [2.602, -2.460, 3.224], [3.796, -2.406, 3.925], [4.998, -2.308, 3.241], [5.017, -2.263, 1.850], [3.830, -2.311, 1.145], [-2.387, 0.573, 1.802], [-1.206, 0.855, 1.646], [-2.266, 4.473, 0.807], [-1.737, 3.549, 2.231], [-1.258, 3.010, 0.615], [-5.498, 1.970, 1.909], [-6.094, -0.252, 2.846], [-4.413, -2.032, 3.035], [-2.221, -2.838, 2.358], [1.663, -2.553, 3.752], [3.788, -2.448, 5.006], [5.929, -2.272, 3.792], [5.959, -2.194, 1.323], [3.823, -2.286, 0.064], [1.577, 1.568, -3.713], [0.977, 2.787, -3.021], [-0.028, 2.436, -2.006], [-1.230, 1.761, -2.529], [-1.553, 0.472, -1.778], [-0.380, -0.389, -1.618], [0.136, -0.982, -2.859], [1.644, -0.815, -3.021], [2.085, 0.565, -2.767], [0.835, 1.103, -4.362], [2.370, 1.919, -4.377], [1.770, 3.340, -2.513], [0.565, 3.449, -3.792], [-0.302, 3.286, -1.530], [-2.101, 2.418, -2.466], [-1.090, 1.554, -3.590], [-1.908, 0.724, -0.778], [-2.375, -0.035, -2.299], [-0.564, -1.110, -0.929], [-0.086, -2.050, -2.899], [-0.385, -0.533, -3.707], [2.148, -1.457, -2.298], [1.925, -1.158, -4.024], [3.097, 0.583, -2.762]]
}

# 2
{
  "formula": "C21H27NO",
  "method": "the ωB97M-V functional and the def2-TZVPD basis",
  "homo_energy_ev": -8.19,
  "e_lumo_ha": -0.02399,
  "largest_force_ev_per_a": 15.856,
  "homo_lumo_gap_ev": 7.54,
  "total_energy_ev": -25736.5184,
  "total_charge": 0,
  "de_lowest_kj_mol": 1605.7,
  "species": ["C", "C", "C", "H", "C", "N", "C", "C", "C", "C", "C", "C", "C", "H", "H", "H", "H", "H", "H", "H", "C", "C", "C", "C", "C", "C", "C", "C", "C", "O", "C", "H", "H", "H", "H", "H", "H", "H", "H", "H", "H", "H", "H", "H", "H", "H", "H", "H", "H", "H"],
  "coordinates": [[-0.383, -3.527, 1.314], [-0.851, -2.175, 1.603], [-0.725, -1.078, 0.431], [0.218, -1.119, 0.139], [-1.394, 0.032, 0.694], [-1.538, 1.026, -0.243], [-2.755, 1.832, -0.091], [-3.940, 1.156, -0.503], [-4.048, 0.165, -1.443], [-5.099, -0.673, -1.487], [-6.281, -0.205, -0.626], [-6.261, 0.683, 0.216], [-4.987, 1.168, 0.339], [-4.940, 2.208, 1.246], [-7.009, 0.748, 0.843], [-7.187, -1.035, -0.620], [-5.149, -1.563, -2.178], [-3.180, -0.080, -1.907], [-2.605, 2.684, 0.594], [-2.644, 2.689, -0.996], [-0.312, 1.887, -0.552], [0.775, 1.122, -0.683], [2.058, 1.150, -0.150], [3.155, 0.261, -0.362], [3.102, -0.816, -1.477], [4.294, -1.743, -1.526], [5.472, -1.539, -1.097], [5.644, -0.007, -0.424], [4.419, 0.581, 0.007], [4.591, 1.761, 0.646], [5.817, 2.374, 0.971], [6.236, 1.542, 1.603], [5.636, 3.248, 1.546], [6.470, 2.314, 0.164], [6.560, 0.065, -0.069], [6.375, -1.751, -1.270], [4.124, -2.687, -2.229], [2.125, -1.298, -1.282], [2.198, 1.763, 0.636], [0.604, 0.524, -1.602], [0.060, 2.395, 0.608], [-0.580, 2.675, -1.038], [-0.896, 0.589, 1.684], [-2.481, -0.062, 1.265], [-1.557, -1.467, -0.473], [-0.314, -1.842, 2.465], [-1.974, -2.383, 1.927], [-0.397, -4.374, 2.095], [0.647, -3.347, 0.869], [-1.094, -3.870, 0.421]]
}

# 3
{
  "formula": "C21H28BCsF5N8S",
  "method": "the ωB97M-V functional and the def2-TZVPD basis",
  "homo_energy_ev": -4.70,
  "e_lumo_ha": 0.07973,
  "largest_force_ev_per_a": 0.885,
  "homo_lumo_gap_ev": 6.87,
  "total_energy_ev": -59804.6412,
  "total_charge": -1,
  "de_lowest_kj_mol": 0.0,
  "species": ["Cs", "C", "C", "C", "C", "C", "N", "N", "B", "N", "N", "C", "C", "C", "C", "C", "N", "N", "C", "C", "C", "C", "C", "H", "H", "H", "H", "H", "H", "H", "H", "H", "H", "H", "H", "H", "H", "H", "H", "H", "H", "H", "H", "H", "H", "C", "N", "C", "C", "N", "C", "S", "H", "H", "H", "H", "H", "H", "F", "C", "F", "C", "F", "F", "F"],
  "coordinates": [[0.365, -1.387, 0.083], [-1.595, 0.883, 3.277], [-2.221, 1.155, 1.946], [-3.465, 1.749, 1.667], [-3.552, 1.760, 0.288], [-4.671, 2.262, -0.566], [-2.421, 1.204, -0.192], [-1.610, 0.834, 0.817], [-2.011, 0.981, -1.660], [-1.830, -0.541, -1.893], [-2.328, -1.436, -1.024], [-2.224, -2.632, -1.582], [-2.710, -3.860, -0.882], [-1.639, -2.516, -2.856], [-1.401, -1.161, -3.014], [-0.792, -0.463, -4.186], [-0.704, 1.754, -1.930], [0.438, 1.464, -1.270], [1.302, 2.425, -1.556], [2.673, 2.479, -0.970], [0.715, 3.356, -2.436], [-0.565, 2.891, -2.648], [-1.621, 3.469, -3.534], [-2.228, 1.266, 4.076], [-0.616, 1.361, 3.345], [-1.455, -0.190, 3.427], [-4.199, 2.115, 2.368], [-5.484, 2.616, 0.067], [-5.050, 1.470, -1.213], [-4.346, 3.089, -1.199], [-2.867, 1.393, -2.395], [-2.804, -3.659, 0.185], [-2.024, -4.694, -1.027], [-3.691, -4.156, -1.262], [-1.430, -3.299, -3.567], [-0.406, -1.202, -4.886], [0.022, 0.192, -3.873], [-1.534, 0.153, -4.701], [2.905, 1.564, -0.430], [2.752, 3.320, -0.277], [3.425, 2.616, -1.749], [1.163, 4.243, -2.856], [-1.238, 4.371, -4.009], [-2.521, 3.723, -2.971], [-1.905, 2.756, -4.310], [4.346, 1.894, 2.900], [4.129, 0.484, 3.106], [3.706, -0.128, 4.276], [3.569, -1.441, 4.015], [3.916, -1.632, 2.696], [4.261, -0.453, 2.117], [4.773, -0.196, 0.555], [4.689, 2.352, 3.826], [3.430, 2.383, 2.564], [5.097, 2.010, 2.121], [3.550, 0.427, 5.183], [3.265, -2.256, 4.647], [3.806, -2.506, 2.187], [2.826, -4.614, 0.095], [2.281, -4.090, 1.283], [3.404, -4.184, 2.184], [1.354, -5.179, 1.773], [1.876, -6.416, 2.006], [0.343, -5.365, 0.890], [0.777, -4.809, 2.947]]
}

# 4
{
  "formula": "C21H28Br10N2S",
  "method": "the ωB97M-V functional and the def2-TZVPD basis",
  "homo_energy_ev": -7.52,
  "e_lumo_ha": -0.01297,
  "largest_force_ev_per_a": 3.032,
  "homo_lumo_gap_ev": 7.17,
  "total_energy_ev": -736465.0048,
  "total_charge": 0,
  "de_lowest_kj_mol": 153.2,
  "species": ["C", "C", "C", "C", "C", "C", "C", "C", "C", "C", "N", "S", "N", "C", "H", "H", "H", "H", "H", "H", "H", "H", "Br", "C", "C", "Br", "H", "H", "H", "H", "Br", "C", "C", "Br", "H", "H", "H", "H", "Br", "C", "C", "Br", "H", "H", "H", "H", "Br", "C", "C", "Br", "H", "H", "H", "H", "Br", "C", "C", "Br", "H", "H", "H", "H"],
  "coordinates": [[-0.177, -1.618, -1.431], [-0.163, -0.915, -2.415], [0.019, 0.051, -3.558], [1.494, 0.520, -3.548], [1.954, 1.284, -2.507], [3.375, 1.707, -2.463], [3.789, 2.519, -1.237], [3.840, 1.795, -0.040], [4.277, 1.366, -3.439], [3.830, 0.592, -4.578], [4.600, 0.222, -5.610], [3.522, -0.586, -6.564], [2.128, -0.527, -5.714], [2.418, 0.182, -4.604], [-0.374, -2.264, -0.576], [-0.129, -0.472, -4.523], [-0.675, 0.906, -3.494], [1.283, 1.590, -1.692], [3.981, 3.605, -1.295], [4.767, 1.436, 0.432], [2.856, 1.524, 0.395], [5.311, 1.693, -3.297], [-1.082, -2.820, 1.651], [-2.716, -1.788, 1.912], [-3.836, -2.293, 1.040], [-3.622, -1.720, -0.807], [-2.464, -0.747, 1.730], [-2.964, -1.917, 2.963], [-4.787, -1.870, 1.359], [-3.910, -3.377, 1.027], [-2.664, 0.150, 4.858], [-4.304, -0.585, 5.611], [-4.059, -1.204, 6.960], [-3.194, -2.942, 6.793], [-4.698, -1.290, 4.883], [-4.981, 0.262, 5.694], [-5.002, -1.402, 7.466], [-3.429, -0.597, 7.601], [0.268, -6.865, -0.537], [1.172, -6.602, -2.243], [2.056, -5.382, -2.213], [1.011, -3.738, -2.355], [0.400, -6.550, -3.005], [1.764, -7.504, -2.393], [2.723, -5.373, -3.074], [2.644, -5.304, -1.302], [-4.318, 2.330, 7.573], [-6.211, 2.755, 7.741], [-6.761, 2.306, 9.069], [-7.052, 0.380, 9.103], [-6.715, 2.296, 6.894], [-6.268, 3.838, 7.649], [-7.741, 2.744, 9.245], [-6.106, 2.541, 9.903], [4.407, 3.725, -4.512], [5.296, 4.014, -6.226], [6.154, 5.254, -6.209], [5.074, 6.868, -6.351], [4.518, 4.045, -6.983], [5.910, 3.126, -6.376], [6.813, 5.276, -7.075], [6.747, 5.349, -5.304]]
}

Question: What is the formula in the third record?
Answer: C21H28BCsF5N8S